[1]
This record from OMol25 describes a single C7H12O molecule at a distorted geometry. The level of theory is ωB97M-V/def2-TZVPD.

The calculation puts the HOMO-LUMO gap at 10.7 eV. As for the LUMO energy: 0.99 eV. Its HOMO energy is -0.35841 hartree. As for the SMILES: C=CCCCCC=O. Its spin multiplicity is 1.

The geometry in XYZ format:
```
20
Properties=species:S:1:pos:R:3:forces:R:3
O -0.929 -0.014 -4.247 0.1396 0.6510 -0.1819
C -0.673 0.367 -3.137 0.4797 -1.0713 0.2093
C -1.226 -0.293 -1.906 -0.0859 -1.2126 -0.3775
C -0.136 -0.689 -0.923 0.3721 1.3196 2.3417
C -0.637 -0.615 0.563 -1.0652 -0.7728 0.5873
C -0.237 0.544 1.523 2.5130 -0.1907 -1.1069
C 1.296 0.539 1.590 -1.3511 1.5259 -0.1150
C 1.945 0.515 2.742 0.6489 -1.2806 -0.4787
H 0.126 1.119 -2.894 -0.4451 0.0998 -0.4710
H -1.632 -1.305 -2.137 -0.4075 1.0467 -0.5292
H -2.053 0.330 -1.534 0.4702 -0.0932 0.3922
H 0.225 -1.712 -1.076 -0.3273 0.2683 -0.3312
H 0.789 -0.090 -0.872 -0.3579 0.1474 -0.9119
H -0.259 -1.584 0.941 -0.3539 0.6651 0.7042
H -1.739 -0.635 0.643 0.2889 -0.4614 -0.5025
H -0.571 0.452 2.553 -0.6318 -0.2887 -0.1619
H -0.443 1.578 1.161 -0.5270 -0.7957 -0.0031
H 1.699 0.830 0.616 0.6698 -0.2462 0.5365
H 3.026 0.543 2.786 0.0240 0.2134 0.0900
H 1.427 0.122 3.608 -0.0535 0.4761 0.3096
```
Positions in Å, forces in eV/Å.

---

[2]
This record from OMol25 describes 2 unconnected molecules or ions with the total composition C7H12O3 at a distorted geometry. The level of theory is ωB97M-V/def2-TZVPD.

The calculation puts the HOMO-LUMO gap at 10.5 eV. As for the LUMO energy: 0.62 eV. Its HOMO energy is -0.36149 hartree. As for the SMILES: C#C[C@]1(COCC)CO1.O. Its spin multiplicity is 1.

The geometry in XYZ format:
```
22
Properties=species:S:1:pos:R:3:forces:R:3
C -3.109 1.216 -1.300 -0.1176 0.0116 -0.1658
C -2.224 0.855 -0.128 -0.0649 0.0610 0.3695
O -1.070 0.192 -0.602 0.0548 -0.0193 -0.2071
C -0.182 -0.167 0.415 0.2955 -0.0905 0.4279
C 1.000 -0.888 -0.191 -0.2614 -0.8182 -1.3592
C 1.614 -2.055 0.466 1.1714 1.0387 1.7039
O 0.681 -2.289 -0.553 -0.3029 0.5676 0.9161
C 1.734 -0.161 -1.216 0.5475 0.5974 -0.5333
C 2.366 0.490 -2.016 -0.4450 -0.3302 0.6071
H -4.014 1.723 -0.942 0.2109 -0.1171 -0.0815
H -2.585 1.888 -1.991 -0.1097 -0.1878 0.1580
H -3.412 0.313 -1.848 0.1061 0.2406 0.1322
H -1.927 1.764 0.429 -0.0660 -0.1756 -0.1078
H -2.762 0.197 0.579 0.1004 0.1510 -0.1487
H 0.185 0.727 0.952 -0.1020 -0.0314 -0.0564
H -0.664 -0.831 1.153 0.1157 0.0681 -0.1570
H 2.643 -2.322 0.210 -0.2120 0.1786 -0.0863
H 1.496 -2.047 1.606 -0.7568 -0.9049 -1.6752
H 2.913 1.097 -2.714 -0.2153 -0.3156 0.2362
O 2.730 -0.154 2.660 -0.1861 0.9806 -2.0685
H 2.565 0.338 1.784 0.3441 -1.0615 2.1029
H 2.019 0.114 3.247 -0.1069 0.1568 -0.0072
```
Positions in Å, forces in eV/Å.

---

[3]
This record from OMol25 describes 2 unconnected molecules or ions with the total composition C7H12O3 at a distorted geometry. The level of theory is ωB97M-V/def2-TZVPD.

The calculation puts the HOMO-LUMO gap at 10.4 eV. As for the LUMO energy: 0.80 eV. Its HOMO energy is -0.35136 hartree. As for the SMILES: OCCC#CC[C@H]1CO1.O. Its spin multiplicity is 1.

The geometry in XYZ format:
```
22
Properties=species:S:1:pos:R:3:forces:R:3
O -5.926 -0.824 0.079 -0.1315 0.2291 0.0317
C -4.698 -1.490 -0.130 0.2492 -0.4156 -0.0703
C -3.600 -0.434 -0.209 -0.0753 0.2602 -0.0371
C -2.279 -1.023 -0.442 1.0722 -0.5152 -0.0508
C -1.187 -1.522 -0.603 -1.0736 0.4412 0.1866
C 0.147 -2.107 -0.772 -0.0189 -0.2736 -0.0299
C 1.208 -1.371 0.019 0.0928 -0.1536 0.5086
C 2.582 -1.286 -0.510 -2.5568 -0.2341 1.7245
O 1.490 -0.062 -0.444 1.8777 -2.2678 -0.1863
H -6.638 -1.468 0.107 0.0218 -0.0264 0.0005
H -4.482 -2.187 0.697 0.0014 0.1551 -0.2032
H -4.720 -2.071 -1.068 0.0555 0.1359 0.2154
H -3.837 0.274 -1.017 0.0189 -0.1879 0.2191
H -3.587 0.143 0.729 -0.0179 -0.1532 -0.2460
H 0.139 -3.156 -0.437 -0.0489 0.2029 -0.0903
H 0.422 -2.113 -1.838 -0.0346 0.0775 0.2473
H 1.105 -1.443 1.109 -0.2579 0.0803 -0.2504
H 3.380 -1.247 0.239 -0.3369 0.5637 -0.6339
H 2.759 -1.930 -1.379 -0.0041 1.2062 -0.2257
O 3.505 0.460 -1.782 -2.2593 2.4970 1.1271
H 2.503 0.859 -1.452 4.1297 -2.0461 -2.1292
H 3.531 0.087 -2.667 -0.7036 0.4243 -0.1078
```
Positions in Å, forces in eV/Å.

---

[4]
This record from OMol25 describes 2 unconnected molecules or ions with the total composition C7H12O3 at a distorted geometry. The level of theory is ωB97M-V/def2-TZVPD.

The calculation puts the HOMO-LUMO gap at 9.9 eV. As for the LUMO energy: 0.60 eV. Its HOMO energy is -0.34220 hartree. As for the SMILES: C[C@@H]1O[C@H](O)C1=O.C=CC. Its spin multiplicity is 1.

The geometry in XYZ format:
```
22
Properties=species:S:1:pos:R:3:forces:R:3
C -1.267 1.289 0.113 -0.0976 -0.5577 0.0934
C -0.335 1.055 -1.760 1.2912 -0.1483 -0.7572
C 0.560 -1.127 1.582 0.7514 -0.2947 -0.2186
C 1.347 -1.127 0.502 0.2435 -0.2932 1.0126
C 1.153 1.121 -2.043 -0.2839 0.2983 0.1671
C -0.501 -2.136 1.855 0.0491 -0.0050 -0.2899
C -0.811 0.012 -0.751 -2.6056 1.0383 -0.1347
O -0.788 2.135 -0.924 -0.0656 -0.4901 0.1360
O -0.687 1.523 1.337 0.4349 -0.0067 0.4798
O -1.333 -1.059 -0.889 0.7631 0.3492 0.1314
H -0.517 2.465 1.468 -0.1887 -0.0388 -0.2075
H -2.365 1.333 0.192 0.1134 -0.0296 -0.0801
H -0.909 1.020 -2.694 -0.0149 -0.1492 0.1365
H 0.729 -0.395 2.361 -0.0939 0.2185 -0.1095
H 1.331 -1.940 -0.207 -0.2939 0.0083 -0.3015
H 2.173 -0.440 0.418 0.0505 0.2293 -0.0260
H 1.377 2.029 -2.595 0.0715 0.0823 -0.1579
H 1.460 0.258 -2.621 0.0798 -0.1703 -0.1374
H 1.705 1.145 -1.108 0.0602 -0.0071 0.0339
H -0.538 -2.884 1.064 -0.0424 -0.0084 0.0402
H -1.472 -1.644 1.897 -0.1426 -0.0397 0.1258
H -0.312 -2.632 2.808 -0.0796 0.0147 0.0638
```
Positions in Å, forces in eV/Å.

---

[5]
This record from OMol25 describes 2 unconnected molecules or ions with the total composition C7H12O3S at a distorted geometry. The level of theory is ωB97M-V/def2-TZVPD.

The calculation puts the HOMO-LUMO gap at 9.7 eV. As for the LUMO energy: 0.67 eV. Its HOMO energy is -0.33065 hartree. Its spin multiplicity is 1.

The geometry in XYZ format:
```
23
Properties=species:S:1:pos:R:3:forces:R:3
C 3.670 0.097 0.023 1.4490 2.6388 1.7502
C -4.502 -0.355 0.937 -1.6513 -0.2967 -0.7790
C 2.846 0.836 0.749 -0.5261 -0.8483 -0.0181
C -3.994 -0.139 -0.273 1.5962 0.0036 1.7951
C 0.857 -0.323 -1.451 0.3287 -1.4317 -2.9623
C 1.418 0.404 0.916 -1.3841 -2.1439 -1.2436
C 0.569 0.621 -0.348 0.6597 2.1289 0.2010
O -2.474 1.618 0.579 1.1722 0.5451 -0.0097
O -1.504 -0.690 0.300 0.5436 -0.3184 0.5985
O -0.170 1.600 -0.493 1.5676 -0.4244 0.0675
S -2.186 0.387 -0.413 -4.0749 -1.5164 -0.9114
H 4.727 0.294 -0.057 0.0754 0.2255 -0.1313
H 3.332 -0.786 -0.326 -0.7795 -2.7010 -1.3854
H -5.582 -0.723 0.880 1.5851 0.4341 0.7341
H -4.006 -0.182 1.892 -0.1664 -0.0192 -0.3364
H 3.124 1.681 1.340 0.4068 0.6602 -0.1086
H -4.596 -0.460 -1.075 -0.1461 0.0798 -1.4396
H -0.139 -0.853 -1.846 2.2796 0.8769 1.2504
H 1.715 -1.048 -1.102 -2.2758 1.1170 -1.2276
H 1.205 0.239 -2.439 -0.4980 -0.9118 2.2525
H 1.317 -0.730 0.900 0.4967 1.1833 0.9491
H 0.906 0.804 1.770 -0.0986 0.2754 0.3665
H -1.591 2.052 0.457 -0.5598 0.4432 0.5884
```
Positions in Å, forces in eV/Å.

---

[6]
This record from OMol25 describes a molecular structure, C7H12O4S2 at a distorted geometry. The level of theory is ωB97M-V/def2-TZVPD.

The calculation puts the HOMO-LUMO gap at 9.5 eV. As for the LUMO energy: 0.09 eV. Its HOMO energy is -0.34630 hartree. Its spin multiplicity is 1.

The geometry in XYZ format:
```
25
Properties=species:S:1:pos:R:3:forces:R:3
C -3.226 -1.062 -0.230 0.0441 -0.5962 2.0125
C 2.983 -2.291 -0.787 -0.8447 2.8411 -0.7720
C -2.247 -1.001 0.676 -0.7615 0.0435 -1.8836
C 2.528 -1.345 0.031 0.0011 -0.0311 1.0502
C -0.877 1.907 -1.221 0.1362 -0.9578 2.7369
C -1.437 1.920 1.304 1.2853 -2.5433 0.5601
C -1.029 1.212 -0.020 0.5239 2.7517 -2.4355
O 0.031 -0.432 1.558 1.0679 -1.0434 1.7568
O -0.167 -1.392 -0.758 0.2177 0.9561 -0.1374
O 2.511 0.755 -1.504 0.7795 -0.3836 1.1363
O 2.749 1.035 1.161 -1.4657 -0.8189 -1.5112
S -0.615 -0.515 0.294 -2.9259 0.2612 -1.2994
S 1.883 0.411 0.118 5.2682 -0.1209 -2.1215
H -4.240 -1.394 0.062 0.7123 0.3510 -0.3350
H -3.001 -0.813 -1.231 -0.0457 0.1509 -1.0580
H 3.215 -3.203 -0.330 0.5951 -1.2370 0.2270
H 3.080 -2.107 -1.841 -0.0311 -0.3790 -0.4071
H -2.270 -1.151 1.699 -0.7571 -0.6066 1.9134
H 2.574 -1.675 1.037 -0.3622 0.0510 1.2425
H -1.074 3.001 -1.270 -0.0912 -1.0061 0.2475
H -0.367 1.508 -2.096 -0.3489 -0.3477 0.1925
H 3.454 0.413 -1.649 -1.8588 0.5826 0.7220
H -0.663 1.684 2.106 -0.9551 0.1623 -1.0982
H -1.395 2.954 1.193 -0.2906 1.7806 -0.4922
H -2.400 1.581 1.701 0.1070 0.1396 -0.2465
```
Positions in Å, forces in eV/Å.

---

[7]
This record from OMol25 describes a single C7H12OSSi molecule at a distorted geometry. The level of theory is ωB97M-V/def2-TZVPD.

The calculation puts the HOMO-LUMO gap (alpha / beta) at 7.5 / 7.5 eV. As for the LUMO energy (alpha / beta): 0.71 / 0.71 eV. Its HOMO energy (alpha / beta) is -0.25024 / -0.25028 hartree. Its spin multiplicity is 1.

The geometry in XYZ format:
```
22
Properties=species:S:1:pos:R:3:forces:R:3
C -2.197 2.085 -1.654 0.0735 -0.1527 0.2828
C -1.788 1.223 -0.923 0.3379 -0.5737 0.3882
C 1.531 0.366 0.300 1.4139 -0.0636 -0.3177
C 1.199 1.761 0.730 -0.0785 -0.0584 0.0160
C -1.900 -0.388 1.749 0.4246 0.1650 -0.6462
C -1.592 -1.817 -1.046 -0.1473 0.6925 0.4982
C 4.068 -1.076 -0.696 -1.6189 0.8879 0.7226
O 0.492 -0.418 -0.043 0.4262 -0.0257 -0.0064
Si -1.191 -0.277 -0.007 0.0624 -1.0766 -0.3301
S 3.207 0.172 0.078 -0.6443 -0.4210 -0.1917
H -2.564 2.855 -2.271 -0.1663 0.3721 -0.3199
H 2.101 2.319 0.959 -0.0036 0.1165 0.0380
H 0.571 1.724 1.620 -0.0649 0.0329 0.1305
H 0.636 2.281 -0.049 0.0403 0.0736 -0.0374
H -2.986 -0.395 1.713 -0.1854 0.0438 -0.1082
H -1.585 -1.315 2.225 0.1142 -0.1047 -0.0457
H -1.596 0.436 2.390 0.0570 0.1336 0.0040
H -1.276 -1.689 -2.076 0.0772 0.1633 -0.1310
H -1.082 -2.693 -0.657 0.1093 -0.0449 0.1947
H -2.658 -2.023 -1.048 -0.2336 -0.0363 -0.0210
H 3.577 -1.953 -1.068 -0.1671 -0.2020 -0.1799
H 5.032 -1.179 -0.227 0.1734 0.0785 0.0601
```
Positions in Å, forces in eV/Å.

---

[8]
This record from OMol25 describes a single C7H12OSi molecule at a distorted geometry. The level of theory is ωB97M-V/def2-TZVPD.

The calculation puts the HOMO-LUMO gap at 8.9 eV. As for the LUMO energy: 0.85 eV. Its HOMO energy is -0.29480 hartree. As for the SMILES: CC1=C(C)O[Si@H](C)C=C1. Its spin multiplicity is 1.

The geometry in XYZ format:
```
21
Properties=species:S:1:pos:R:3:forces:R:3
C 0.819 -0.528 -1.357 -1.7503 -1.5155 -1.1656
C -0.054 -1.587 -1.334 0.1671 2.1615 2.3318
C 0.627 0.745 -0.691 1.6940 0.6572 -0.2645
C -0.298 1.091 0.191 -2.1526 -1.6505 0.4725
C 1.737 1.723 -1.039 -1.3389 -0.7932 0.2511
C -0.452 2.521 0.704 -1.2044 -3.1092 2.3820
C -1.532 -2.589 1.363 -0.0370 2.2017 0.9252
O -1.263 0.085 0.600 1.9730 3.0912 -0.0867
Si -1.466 -1.419 -0.053 0.1674 1.0144 -0.9116
H 1.594 -0.520 -2.153 -0.1449 -0.2313 0.8960
H 0.230 -2.465 -1.819 0.1849 -1.2422 -1.0728
H 1.998 1.503 -2.036 0.6235 0.1945 -1.2263
H 2.576 1.560 -0.408 0.8746 0.0124 0.5612
H 1.376 2.716 -0.950 0.3249 0.9068 -0.2797
H -0.328 2.463 1.859 0.0226 0.6551 -1.9802
H -1.463 2.840 0.480 -0.1947 0.2232 0.0855
H 0.253 3.063 0.151 0.6561 1.2446 0.1945
H -0.681 -3.177 1.373 2.0916 -0.9479 0.4092
H -1.722 -2.109 2.369 0.1351 -0.5342 -1.2630
H -2.260 -3.263 1.096 -2.2679 -1.6478 -0.1364
H -2.817 -1.193 -0.662 0.1760 -0.6909 -0.1222
```
Positions in Å, forces in eV/Å.

---

What energy relative to the best compared isomer or geometry (same formula, charge and spin) values result from the calculations? In sequence: 169.6 390.4 468.2 244.3 359.3 406.3 241.5 87.2 kJ/mol.